Below is 9 unconnected molecules or ions with the total composition C34H94N8O9 in a non-equilibrium geometry, with properties calculated with wB97M-V/def2-TZVPD.

ORCA input file:
```
! wB97M-V def2-TZVPD RIJCOSX def2/J DEFGRID3
* xyz 0 1
C 1.11510 0.81974 0.53085
C -0.17621 0.01434 0.65198
O -0.08482 -1.08584 -0.26966
H 2.05272 0.26587 0.57784
H 1.15627 1.62842 1.26055
H 1.24744 1.24496 -0.46401
H -1.00883 0.68996 0.45613
H -0.37513 -0.41914 1.63209
H -0.99182 -1.28377 -0.51413
C -6.71531 7.90841 -3.03515
C -5.64028 7.34734 -2.05149
C -4.41166 6.72980 -2.84505
O -3.59760 7.77327 -3.33813
C -2.59376 7.38193 -4.22224
N -5.29043 8.37704 -1.11588
H -7.59282 8.36174 -2.57408
H -7.13427 7.20213 -3.75190
H -6.24174 8.71698 -3.59197
H -6.02937 6.51529 -1.46462
H -4.87584 6.09582 -3.60050
H -3.77289 6.17744 -2.15585
H -1.84234 6.79043 -3.69919
H -2.02062 8.15909 -4.72785
H -3.11514 6.81238 -4.99158
H -5.07331 9.22139 -1.62582
H -6.13025 8.66377 -0.63361
C 4.68083 -7.70636 -3.72727
C 3.45086 -7.12690 -3.10444
C 2.79522 -8.01750 -2.07768
O 2.42268 -9.26649 -2.59262
C 1.66570 -10.01229 -1.67023
N 3.81988 -5.76189 -2.64621
H 4.29612 -8.64087 -4.13569
H 5.50548 -7.84289 -3.02770
H 5.02685 -7.18696 -4.62092
H 2.73327 -6.92596 -3.89992
H 1.95118 -7.46252 -1.66816
H 3.51681 -8.28864 -1.30704
H 1.56648 -11.03947 -2.02117
H 0.63086 -9.69910 -1.80853
H 2.06647 -10.00240 -0.65663
H 3.00516 -5.38280 -2.18508
H 4.44075 -5.92038 -1.86550
C -11.83821 3.30548 -0.35980
C -12.36947 3.28054 1.02548
C -11.28055 3.62880 2.05539
O -10.14792 2.73511 1.97065
C -9.11549 3.22442 2.84192
N -13.55520 4.15345 1.07576
H -10.86570 2.81352 -0.34211
H -11.55728 4.28197 -0.75436
H -12.42311 2.79738 -1.12650
H -12.65542 2.23480 1.13844
H -11.68987 3.68605 3.06400
H -10.93858 4.65462 1.91805
H -8.27256 2.57074 2.61769
H -9.45502 3.07227 3.86646
H -8.80093 4.25804 2.69781
H -14.18236 3.72228 0.41180
H -13.91048 3.92077 1.99215
C 1.91198 -0.08271 -7.70545
C 2.22094 -1.24798 -8.67936
C 2.28299 -0.76060 -10.15615
O 1.09459 -0.07152 -10.60230
C 0.39088 -0.84027 -11.55164
N 3.56646 -1.68260 -8.27237
H 2.37226 0.88182 -7.91977
H 2.21311 -0.28358 -6.67730
H 0.82928 0.03362 -7.75377
H 1.45892 -2.02649 -8.71606
H 2.59488 -1.60562 -10.76997
H 3.19561 -0.17668 -10.27548
H -0.58951 -0.41523 -11.76676
H 0.24212 -1.84457 -11.15496
H 0.91882 -0.89481 -12.50369
H 3.72601 -2.57336 -8.72093
H 3.42005 -2.07948 -7.35523
C 4.09975 -4.25475 4.16817
C 5.36050 -4.81205 4.75086
C 6.62747 -4.16515 4.16872
O 6.66754 -4.28116 2.72657
C 7.81425 -3.85162 2.09534
N 5.34400 -4.56235 6.16310
H 4.10076 -4.51561 3.10983
H 4.08381 -3.16508 4.18979
H 3.16228 -4.56437 4.63014
H 5.41136 -5.88267 4.55261
H 7.46168 -4.72033 4.59765
H 6.66987 -3.10438 4.41583
H 8.75011 -4.32406 2.39378
H 7.87365 -2.76641 2.17822
H 7.72690 -3.98410 1.01695
H 6.03778 -5.15616 6.59456
H 4.51423 -5.02118 6.51102
C 1.53943 1.54914 9.42415
C 2.80556 2.40679 9.12723
C 2.77911 3.78191 9.85952
O 2.66221 3.66748 11.28006
C 2.58127 4.91649 11.98545
N 3.95063 1.53205 9.39040
H 1.54293 0.58274 8.92000
H 0.59749 2.01120 9.12861
H 1.39123 1.43963 10.49846
H 2.80227 2.65503 8.06588
H 1.88302 4.19761 9.39872
H 3.57885 4.43557 9.51133
H 3.48977 5.47051 11.74921
H 2.50712 4.84693 13.07069
H 1.73983 5.53862 11.68045
H 3.99087 1.29446 10.37123
H 3.80694 0.60219 9.02324
C -5.62348 -6.65870 -3.11758
C -4.43931 -5.71333 -3.32788
C -3.67000 -5.96261 -4.69105
O -4.63920 -5.80621 -5.66972
C -4.24545 -6.06329 -6.95479
N -4.83120 -4.32147 -3.13297
H -6.41371 -6.45193 -3.83931
H -6.09582 -6.45137 -2.15737
H -5.29539 -7.69814 -3.11405
H -3.74913 -5.95960 -2.52098
H -3.09755 -6.88165 -4.81660
H -2.88036 -5.22213 -4.81849
H -5.13330 -6.05125 -7.58698
H -3.72238 -7.01226 -7.07291
H -3.61981 -5.25470 -7.33275
H -5.41901 -4.31609 -2.31167
H -5.43191 -4.03579 -3.89298
C 7.93685 3.45633 3.49645
C 7.96451 4.81731 4.17426
C 6.71793 5.70750 3.78628
O 6.72476 5.88289 2.39178
C 5.56744 6.55118 1.92986
N 8.03054 4.51961 5.62494
H 6.95864 3.04498 3.74544
H 8.71160 2.75889 3.81494
H 7.98347 3.67808 2.43026
H 8.88806 5.36290 3.98060
H 6.64219 6.67250 4.28741
H 5.82738 5.15665 4.08892
H 4.74065 5.84567 2.01208
H 5.56390 6.74073 0.85647
H 5.37243 7.50772 2.41475
H 8.84126 3.92511 5.72196
H 7.25792 3.94002 5.92029
*
```

Summary:
Kohn-Sham gap	9.42	eV
structure (SMILES)	COC[C@H](C)N.COC[C@H](C)N.COC[C@H](C)N.COC[C@H](C)N.COC[C@H](C)N.COC[C@H](C)N.COC[C@H](C)N.COC[C@H](C)N.CCO
HOMO	-9.0	eV
energy	-2466.70615	Ha
ΔE to the lowest compared entry with this formula, charge and spin	5.372	eV

=====

Below is 19 unconnected molecules or ions with the total composition C34H98Cl8O15 in a non-equilibrium geometry, with properties calculated with wB97M-V/def2-TZVPD.

ORCA input file:
```
! wB97M-V def2-TZVPD RIJCOSX def2/J DEFGRID3
* xyz 0 1
C -2.94308 0.42865 -2.80047
Cl -4.52096 -0.51264 -3.00293
Cl -1.86460 0.25332 -4.21440
H -3.25275 1.45906 -2.61779
H -2.52108 -0.01740 -1.90789
C 0.09753 0.74762 1.73225
Cl -0.21446 2.16067 0.76381
Cl -1.20207 -0.43538 1.55202
H 1.03521 0.32359 1.40373
H 0.29657 0.99115 2.73585
C 1.57010 -2.03432 -0.77410
Cl 1.84787 -3.71490 -1.31652
Cl 0.36051 -1.23738 -1.78825
H 1.24538 -1.97618 0.24144
H 2.50780 -1.39441 -0.83413
C -4.72904 -2.73955 1.49124
Cl -3.43741 -2.90993 0.27251
Cl -3.99277 -2.86244 3.09984
H -5.16743 -1.72705 1.49465
H -5.50195 -3.51803 1.38205
C -0.95533 -5.60614 0.09001
C -0.71799 -5.93732 1.54428
O -1.55003 -5.15454 2.38142
H -0.86364 -4.52998 -0.08420
H -1.99370 -5.87254 -0.03622
H -0.36310 -6.25723 -0.61422
H 0.37929 -5.85343 1.80606
H -1.01253 -6.90502 1.74632
H -2.46090 -5.33812 2.08732
C -4.54060 -7.77948 -0.48031
C -4.72902 -6.33908 -0.05612
O -4.33706 -6.05502 1.33663
H -5.22586 -8.36149 0.09729
H -3.54940 -8.01084 -0.13937
H -4.78427 -7.95437 -1.54697
H -5.78841 -6.05216 -0.10766
H -4.19279 -5.72187 -0.74816
H -4.10241 -6.90972 1.64820
C 2.85493 1.44641 -1.98430
C 3.21245 2.07751 -0.63179
O 3.04863 1.06922 0.38792
H 1.77850 1.11306 -1.90062
H 3.48074 0.59524 -2.16177
H 2.95798 2.14342 -2.86518
H 2.66715 2.95115 -0.37043
H 4.32009 2.32284 -0.70301
H 3.06860 1.40970 1.29912
C -4.10601 3.29923 -4.36164
C -3.19190 4.26803 -3.68657
O -2.38568 3.56896 -2.75875
H -4.73805 2.60848 -3.66578
H -3.46741 2.77505 -5.01116
H -4.83769 3.80159 -4.97735
H -3.77550 5.06729 -3.12927
H -2.58186 4.79138 -4.40432
H -1.46920 3.69569 -2.98081
C -1.41684 7.96808 -5.85995
C -0.43856 6.92310 -6.27215
O 0.74987 7.07938 -5.48783
H -2.33413 7.73583 -6.39184
H -1.09902 8.97177 -6.15362
H -1.55715 7.98982 -4.79004
H -0.18208 7.10526 -7.27753
H -0.74933 5.90905 -6.11390
H 1.43120 7.55973 -6.00708
C -1.20647 -2.01310 4.89476
C -0.43888 -3.30459 4.91662
O 0.07805 -3.49323 3.59482
H -1.98279 -1.91091 4.12963
H -0.59080 -1.11936 4.79631
H -1.57109 -2.03096 5.89175
H -1.12287 -4.13458 5.20454
H 0.43307 -3.26713 5.53460
H -0.68245 -3.70560 3.07581
C -1.94178 -2.58505 -6.20468
C -0.56394 -2.78133 -6.75216
O 0.46261 -2.21783 -5.92959
H -2.73361 -3.06673 -6.85047
H -2.17048 -1.54132 -6.38748
H -2.08869 -2.94981 -5.20839
H -0.54609 -2.33718 -7.69276
H -0.47726 -3.87114 -6.92432
H 0.12705 -2.13627 -5.01897
C 3.83728 -2.85615 3.70665
C 3.06725 -1.77322 2.97802
O 1.82551 -1.25366 3.45868
H 4.61791 -3.09281 2.95147
H 3.30050 -3.80499 3.69589
H 4.21604 -2.64417 4.68502
H 2.88200 -2.03776 1.92215
H 3.69225 -0.93566 3.02506
H 1.04242 -1.87686 3.47919
C 6.92384 -0.24066 0.78345
C 5.97398 -0.84161 -0.24452
O 4.69976 -1.08559 0.28849
H 7.29470 -1.02615 1.53392
H 6.46750 0.60930 1.31590
H 7.85215 0.09306 0.26549
H 6.41067 -1.72150 -0.65178
H 5.94367 -0.21061 -1.12993
H 4.12663 -0.20767 0.35630
C 3.77374 4.44046 4.02966
C 4.23746 3.02950 3.59748
O 3.19856 2.27747 2.88506
H 2.76902 4.30092 4.50642
H 3.85692 5.27494 3.32712
H 4.38002 4.75266 4.86556
H 4.57786 2.44603 4.47668
H 5.12166 3.07012 2.91407
H 2.47270 2.16647 3.49124
C 0.13513 6.44705 -2.08370
C 0.78325 5.06621 -2.43946
O 0.71545 4.77329 -3.85852
H 0.24662 6.73899 -1.03171
H -0.91454 6.46788 -2.36731
H 0.76392 7.14281 -2.71933
H 0.27448 4.20267 -1.92282
H 1.85073 4.95471 -2.05324
H 0.92558 5.57378 -4.35921
C 2.07137 1.16336 7.25371
C 1.32149 1.73934 6.10780
O 1.91285 1.21758 4.86027
H 1.70131 1.56074 8.21860
H 3.15453 1.41226 7.15764
H 2.02410 0.07429 7.28558
H 1.47489 2.79504 6.06659
H 0.15649 1.60012 6.11027
H 1.68194 0.24953 4.80202
C -4.12428 2.29417 0.64101
C -4.70186 0.91219 0.76624
O -5.79758 0.59954 -0.05594
H -4.83022 3.07671 0.87730
H -3.90864 2.49474 -0.39827
H -3.23618 2.38982 1.29037
H -5.13120 0.80816 1.71522
H -3.95983 0.15346 0.63116
H -5.38738 0.78169 -0.90199
C 4.93200 -2.41475 -4.24890
C 4.33729 -3.58140 -4.96399
O 3.77591 -3.12706 -6.17409
H 5.70715 -2.10233 -4.85714
H 5.27611 -2.74216 -3.28592
H 4.13431 -1.62466 -4.11242
H 3.51417 -4.03146 -4.42001
H 5.13333 -4.31608 -5.24092
H 2.99640 -2.58929 -5.97585
C -4.20167 0.55896 4.64846
C -2.82274 0.85342 5.19937
O -2.53636 2.20170 5.64052
H -4.98126 0.92399 5.27852
H -4.36253 -0.51770 4.58498
H -4.36877 0.98306 3.66602
H -2.04826 0.49884 4.49666
H -2.78437 0.32276 6.18004
H -2.51403 2.73598 4.83204
*
```

Summary:
Kohn-Sham gap	9.95	eV
HOMO	-9.5	eV
energy	-6164.12280	Ha